Molecular formula: C76H156F18N6O15
Method: DFT, wB97M-V/def2-TZVPD

The multiplicity is 1. The calculation puts the total energy at -169877.1793 eV. The energy above the lowest of the compared OMol25 structures with the same formula, charge and spin is 1179.4 kJ/mol. As for the HOMO-LUMO gap: 2.43 eV. The HOMO energy comes out at -0.14821 hartree.

Each line ends with the Mulliken charge.
CARTESIAN COORDINATES (ANGSTROEM)
C1 -14.149 -7.095 5.168  -1.223
C2 -13.800 -5.604 5.088  -0.425
C3 -12.447 -5.268 4.445  -0.561
C4 -12.288 -3.800 4.231  -1.264
N1 -11.116 -3.281 3.326  0.249
C5 -11.323 -3.648 1.869  -0.534
C6 -12.232 -2.559 1.336  -0.511
C7 -12.210 -1.414 2.344  -0.834
C8 -11.078 -1.720 3.276  -0.544
C9 -9.759 -3.772 3.894  -1.199
C10 -9.404 -3.294 5.337  -0.066
C11 -8.146 -3.992 5.757  -1.304
H1 -13.330 -7.686 4.756  0.363
H2 -15.061 -7.374 4.640  0.325
H3 -14.260 -7.477 6.182  0.310
H4 -13.799 -5.099 6.053  0.365
H5 -14.516 -5.216 4.364  0.260
H6 -12.372 -5.777 3.484  0.401
H7 -11.661 -5.597 5.125  0.360
H8 -12.071 -3.305 5.178  0.488
H9 -13.162 -3.281 3.836  0.593
H10 -10.316 -3.560 1.462  0.446
H11 -11.715 -4.623 1.577  0.279
H12 -11.899 -2.290 0.333  0.372
H13 -13.257 -2.913 1.220  0.297
H14 -12.034 -0.450 1.866  0.436
H15 -13.152 -1.297 2.880  0.386
H16 -10.089 -1.651 2.824  0.460
H17 -11.180 -1.252 4.256  0.363
H18 -8.953 -3.542 3.197  0.477
H19 -9.934 -4.846 3.832  0.621
H20 -10.135 -3.462 6.128  0.243
H21 -9.189 -2.227 5.292  0.314
H22 -7.955 -4.831 5.088  0.393
H23 -8.225 -4.339 6.787  0.320
H24 -7.247 -3.376 5.739  0.345
C12 10.251 0.059 -13.650  -1.186
C13 8.749 -0.194 -13.555  -0.841
C14 8.017 0.742 -12.668  -0.160
C15 7.990 2.161 -13.214  -1.143
N2 7.183 3.134 -12.297  0.501
C16 7.242 4.579 -12.953  -0.770
C17 8.241 5.449 -12.127  -0.634
C18 8.265 4.889 -10.727  -0.563
C19 7.896 3.380 -10.916  -0.582
C20 5.674 2.661 -12.112  -1.247
C21 4.908 2.371 -13.400  0.004
C22 3.531 1.786 -13.135  -1.457
H25 10.646 -0.013 -12.637  0.324
H26 10.404 1.104 -13.922  0.292
H27 10.843 -0.527 -14.353  0.371
H28 8.671 -1.168 -13.072  0.394
H29 8.152 -0.240 -14.466  0.399
H30 8.473 0.593 -11.689  0.455
H31 7.033 0.273 -12.644  0.149
H32 7.631 2.236 -14.241  0.341
H33 8.997 2.576 -13.214  0.630
H34 6.249 5.016 -12.849  0.459
H35 7.287 4.438 -14.033  0.399
H36 8.011 6.514 -12.152  0.425
H37 9.146 5.213 -12.687  0.294
H38 7.525 5.425 -10.132  0.319
H39 9.265 4.894 -10.294  0.328
H40 7.279 2.985 -10.109  0.336
H41 8.875 2.914 -11.026  0.317
H42 5.231 3.383 -11.426  0.619
H43 5.833 1.827 -11.429  0.559
H44 5.434 1.728 -14.105  0.255
H45 4.698 3.330 -13.873  0.310
H46 3.057 1.537 -14.084  0.372
H47 2.850 2.396 -12.542  0.355
H48 3.745 0.878 -12.571  0.374
C23 1.551 4.086 -4.050  -1.298
C24 1.100 2.649 -4.300  -0.415
C25 0.292 2.200 -3.083  -0.421
C26 -0.039 0.669 -3.250  -1.019
N3 -0.885 -0.013 -2.121  0.185
C27 -2.413 0.314 -2.236  -0.707
C28 -3.165 -0.841 -1.629  -0.683
C29 -2.224 -2.058 -1.754  -0.718
C30 -0.892 -1.574 -2.287  -0.695
C31 -0.432 0.482 -0.685  -1.066
C32 1.048 0.213 -0.280  -0.261
C33 1.365 1.015 0.945  -1.464
H49 2.346 4.350 -4.748  0.362
H50 1.811 4.353 -3.026  0.355
H51 0.785 4.801 -4.351  0.342
H52 1.912 1.948 -4.495  0.429
H53 0.369 2.677 -5.108  0.295
H54 -0.651 2.735 -2.968  0.336
H55 0.892 2.469 -2.214  0.170
H56 0.893 0.104 -3.265  0.505
H57 -0.600 0.544 -4.176  0.499
H58 -2.538 1.327 -1.856  0.556
H59 -2.600 0.257 -3.308  0.395
H60 -3.422 -0.546 -0.612  0.335
H61 -4.115 -0.900 -2.159  0.438
H62 -2.105 -2.598 -0.814  0.293
H63 -2.686 -2.773 -2.433  0.383
H64 0.069 -1.957 -1.944  0.525
H65 -0.915 -1.654 -3.374  0.413
H66 -1.140 -0.010 -0.019  0.680
H67 -0.703 1.532 -0.569  0.468
H68 1.740 0.550 -1.052  0.243
H69 1.237 -0.857 -0.207  0.411
H70 0.689 0.799 1.773  0.368
H71 1.342 2.067 0.660  0.344
H72 2.318 0.745 1.399  0.413
C34 -3.974 -3.025 -9.476  -1.122
C35 -5.064 -3.115 -8.461  0.613
O1 -4.944 -3.582 -7.348  -0.395
N4 -6.398 -2.448 -8.894  -0.203
H73 -6.152 -1.480 -9.049  0.405
H74 -6.578 -2.804 -9.822  0.384
C36 -7.477 -2.723 -7.853  -0.831
H75 -3.164 -3.603 -9.031  0.330
H76 -3.565 -2.049 -9.738  0.369
H77 -4.271 -3.508 -10.407  0.368
H78 -7.080 -2.134 -7.026  0.372
H79 -7.608 -3.711 -7.411  0.364
H80 -8.397 -2.227 -8.159  0.345
C37 11.133 2.494 8.709  -1.281
C38 10.634 3.676 7.895  -0.498
N5 9.317 4.293 8.381  -0.276
C39 8.883 5.485 7.454  -0.919
C40 8.242 3.167 8.322  -0.324
C41 6.825 3.557 8.803  -1.174
C42 9.410 4.816 9.863  -0.738
C43 10.689 5.655 10.266  -0.649
O2 11.837 4.926 10.270  -0.266
C44 12.957 5.686 10.682  -0.876
H81 12.215 2.610 8.638  0.291
H82 11.034 1.503 8.266  0.393
H83 10.808 2.382 9.744  0.368
H84 10.342 3.498 6.860  0.666
H85 11.363 4.485 7.848  0.495
H86 9.631 6.278 7.404  0.325
H87 7.989 5.878 7.938  0.438
H88 8.794 5.121 6.431  0.406
H89 8.669 2.339 8.888  0.449
H90 8.174 2.953 7.256  0.415
H91 6.488 4.256 8.038  0.361
H92 6.776 4.113 9.739  0.296
H93 6.121 2.726 8.845  0.392
H94 9.509 3.870 10.395  0.445
H95 8.445 5.246 10.130  0.426
H96 10.606 6.107 11.254  0.477
H97 10.868 6.451 9.543  0.373
H98 13.251 5.376 11.685  0.309
H99 12.857 6.770 10.622  0.369
H100 13.903 5.441 10.198  0.305
C45 -0.507 1.084 16.528  -1.171
C46 -1.108 1.957 15.424  -0.437
N6 -0.044 2.774 14.567  0.094
C47 -0.854 3.666 13.626  -1.083
C48 0.779 3.708 15.484  -0.510
C49 1.800 4.721 14.901  -1.376
C50 0.915 1.842 13.847  -0.797
C51 0.213 0.934 12.798  -0.780
O3 -0.323 1.766 11.686  -0.320
C52 -0.674 0.962 10.608  -0.791
H101 -1.226 0.329 16.846  0.387
H102 -0.237 1.702 17.384  0.345
H103 0.406 0.583 16.209  0.297
H104 -1.833 2.713 15.727  0.486
H105 -1.598 1.364 14.652  0.420
H106 -1.400 4.443 14.162  0.350
H107 -1.548 3.040 13.064  0.489
H108 -0.190 4.125 12.894  0.410
H109 1.268 3.064 16.214  0.417
H110 0.055 4.135 16.179  0.548
H111 2.810 4.475 14.570  0.393
H112 2.070 5.377 15.728  0.421
H113 1.408 5.457 14.200  0.353
H114 1.460 1.308 14.625  0.516
H115 1.645 2.515 13.397  0.456
H116 -0.429 0.192 13.272  0.469
H117 1.063 0.368 12.418  0.492
H118 -1.380 0.210 10.960  0.332
H119 0.258 0.676 10.120  0.318
H120 -1.129 1.550 9.811  0.273
C53 -5.767 4.240 -6.291  0.091
O4 -7.099 4.140 -5.623  -0.318
O5 -5.803 3.186 -7.271  -0.915
C54 -5.416 5.735 -6.663  0.755
F1 -4.368 5.796 -7.413  -0.286
F2 -6.336 6.457 -7.417  -0.317
F3 -5.097 6.571 -5.668  -0.270
C55 -7.309 4.847 -4.413  -0.093
C56 -8.459 4.174 -3.688  -1.283
H121 -9.442 4.103 -4.154  0.324
H122 -8.169 3.131 -3.564  0.273
H123 -8.758 4.627 -2.742  0.378
H124 -7.458 5.913 -4.587  0.255
H125 -6.424 4.777 -3.780  0.267
H126 -5.153 3.964 -5.434  0.140
C57 -8.374 -9.732 -3.038  -0.111
O6 -9.112 -10.865 -3.538  -0.248
O7 -9.083 -8.574 -3.487  -0.921
C58 -8.116 -10.006 -1.553  0.792
F4 -7.161 -9.223 -0.999  -0.309
F5 -9.230 -9.855 -0.812  -0.294
F6 -7.662 -11.203 -1.279  -0.283
C59 -8.404 -12.014 -4.103  -0.199
C60 -9.482 -12.769 -4.913  -1.117
H127 -10.190 -13.324 -4.297  0.269
H128 -9.967 -12.046 -5.568  0.291
H129 -9.014 -13.420 -5.651  0.377
H130 -8.221 -12.652 -3.239  0.202
H131 -7.479 -11.817 -4.644  0.348
H132 -7.360 -9.753 -3.438  0.203
C61 3.877 -5.618 -7.918  -0.056
O8 2.804 -6.609 -8.044  -0.232
O9 4.553 -5.577 -9.158  -0.888
C62 3.258 -4.329 -7.279  0.753
F7 3.981 -3.235 -7.451  -0.300
F8 2.006 -3.992 -7.613  -0.287
F9 3.246 -4.435 -5.945  -0.284
C63 2.117 -7.127 -6.875  -0.109
C64 1.124 -8.178 -7.399  -1.231
H133 1.651 -9.055 -7.773  0.261
H134 0.525 -8.434 -6.525  0.384
H135 0.528 -7.729 -8.193  0.335
H136 1.616 -6.381 -6.259  0.283
H137 2.706 -7.817 -6.270  0.203
H138 4.554 -6.013 -7.161  0.166
C65 -4.940 4.825 2.099  0.012
O10 -3.636 5.420 2.011  -0.232
O11 -4.687 3.567 2.712  -0.937
C66 -6.044 5.742 2.693  0.736
F10 -6.385 6.719 1.856  -0.281
F11 -7.118 5.097 3.000  -0.268
F12 -5.633 6.316 3.864  -0.309
C67 -3.312 6.414 1.030  -0.148
C68 -1.805 6.693 1.230  -1.104
H139 -1.285 5.784 0.926  0.180
H140 -1.452 7.525 0.620  0.389
H141 -1.549 6.870 2.274  0.295
H142 -3.875 7.341 1.139  0.267
H143 -3.544 6.107 0.010  0.261
H144 -5.288 4.666 1.078  0.141
C69 3.812 -5.806 4.778  -0.086
O12 4.204 -5.383 3.490  -0.285
O13 4.952 -6.299 5.436  -0.915
C70 2.938 -4.756 5.562  0.785
F13 2.476 -4.980 6.785  -0.309
F14 3.769 -3.732 5.784  -0.296
F15 1.889 -4.296 4.944  -0.283
C71 3.774 -6.168 2.370  -0.157
C72 4.286 -5.602 1.024  -1.148
H145 4.419 -6.342 0.235  0.376
H146 3.686 -4.818 0.562  0.218
H147 5.316 -5.258 1.112  0.339
H148 2.687 -6.180 2.291  0.271
H149 4.236 -7.152 2.439  0.271
H150 3.088 -6.611 4.647  0.219
C73 8.055 3.280 -1.114  -0.031
O14 9.036 3.031 -2.150  -0.209
O15 8.348 2.584 0.076  -0.935
C74 7.977 4.830 -1.081  0.817
F16 7.444 5.359 -2.179  -0.299
F17 7.179 5.220 -0.141  -0.268
F18 9.175 5.447 -0.878  -0.296
C75 8.966 1.758 -2.752  -0.316
C76 10.115 1.750 -3.792  -1.190
H151 9.999 0.814 -4.338  0.376
H152 9.986 2.624 -4.430  0.283
H153 11.030 1.853 -3.209  0.290
H154 7.985 1.690 -3.221  0.358
H155 9.200 0.920 -2.094  0.260
H156 7.068 2.944 -1.431  0.161